{"formula": "C25H41NO2", "method": "the ωB97M-V functional and the def2-TZVPD basis", "symbols": ["C", "C", "N", "C", "C", "C", "C", "O", "C", "C", "C", "C", "C", "C", "C", "C", "C", "C", "C", "C", "C", "C", "C", "O", "C", "C", "C", "C", "H", "H", "H", "H", "H", "H", "H", "H", "H", "H", "H", "H", "H", "H", "H", "H", "H", "H", "H", "H", "H", "H", "H", "H", "H", "H", "H", "H", "H", "H", "H", "H", "H", "H", "H", "H", "H", "H", "H", "H", "H"], "coordinates": [[4.099763, -0.805372, -0.294831], [4.755916, -1.641381, -1.392182], [3.806975, -2.049760, -2.412929], [4.358057, -2.165839, -3.756913], [3.676421, -1.176093, -4.699153], [3.010608, -3.188352, -2.007652], [1.754747, -3.401144, -2.868528], [0.988989, -2.256150, -3.151583], [0.663990, -1.405691, -2.064581], [-0.053842, -0.194311, -2.647923], [-0.391102, 0.800454, -1.544730], [-1.266421, 0.215366, -0.415366], [-2.676462, -0.077629, -0.951006], [-0.645631, -1.090172, 0.043383], [-0.451475, -1.392097, 1.319240], [-0.820358, -0.521401, 2.473639], [-1.786247, 0.589435, 2.066466], [-1.295593, 1.236451, 0.757593], [-2.087575, 2.507053, 0.404316], [-2.173039, 3.518151, 1.551028], [-2.748522, 2.836000, 2.786040], [-4.225094, 2.461805, 2.578699], [-2.749014, 3.634906, 4.079298], [-2.928142, 4.816700, 4.198839], [-2.498416, 2.655515, 5.216879], [-2.271256, 1.285700, 4.565635], [-1.834025, 1.661479, 3.148644], [-0.252147, -2.068068, -1.028797], [4.859623, -0.452436, 0.398557], [3.601955, 0.054256, -0.735793], [3.367327, -1.378977, 0.267857], [5.518034, -1.022563, -1.870297], [5.264196, -2.511102, -0.937505], [4.225114, -3.185770, -4.137212], [5.435807, -1.968748, -3.743619], [3.871315, -0.158371, -4.370595], [4.051732, -1.297010, -5.712702], [2.603144, -1.340527, -4.690030], [2.705425, -3.031465, -0.971198], [3.587720, -4.134351, -2.041588], [2.031308, -3.781719, -3.855212], [1.139815, -4.169625, -2.372260], [1.586912, -1.071828, -1.574571], [-0.952983, -0.528788, -3.165746], [0.594694, 0.279856, -3.385904], [-0.899092, 1.657077, -1.989359], [0.545577, 1.156083, -1.107666], [-2.654773, -0.911324, -1.645645], [-3.079592, 0.781548, -1.480422], [-3.349257, -0.342558, -0.139152], [0.011266, -2.335132, 1.583223], [-1.264424, -1.133871, 3.262436], [0.093274, -0.079306, 2.888256], [-2.777631, 0.154119, 1.922940], [-0.255989, 1.537386, 0.939046], [-3.100018, 2.241074, 0.107735], [-1.612653, 2.996895, -0.446469], [-2.793170, 4.364672, 1.251943], [-1.177493, 3.902901, 1.784602], [-4.660762, 2.055631, 3.487859], [-4.781150, 3.357986, 2.310952], [-4.344076, 1.730317, 1.786216], [-3.329385, 2.675355, 5.922185], [-1.611718, 2.992453, 5.757160], [-1.514558, 0.707108, 5.093222], [-3.189991, 0.699144, 4.544104], [-0.818808, 2.074724, 3.228397], [0.248108, -2.921789, -0.567829], [-1.135925, -2.446879, -1.549440]], "forces_ev_per_a": [[0.197, -0.187, -0.169], [-0.072, 0.153, 0.193], [0.080, -0.107, 0.061], [-0.149, 0.231, -0.217], [0.185, -0.275, 0.000], [-0.296, 0.112, -0.151], [0.155, -0.227, 0.123], [-0.126, 0.215, 0.044], [-0.356, 0.100, -0.002], [0.332, -0.140, 0.171], [-0.101, -0.146, -0.092], [0.108, 0.248, 0.118], [0.187, 0.041, 0.031], [0.002, -0.123, -0.028], [0.075, -0.014, 0.268], [-0.239, 0.098, -0.150], [0.528, 0.191, 0.233], [-0.394, -0.158, -0.134], [0.265, 0.067, 0.127], [-0.185, -0.042, 0.066], [0.249, 0.301, -0.271], [0.191, -0.050, 0.012], [0.091, -0.181, -0.118], [-0.017, 0.193, -0.022], [-0.058, -0.109, 0.316], [0.183, 0.026, -0.010], [-0.487, -0.209, -0.072], [0.305, -0.033, -0.217], [0.035, 0.040, 0.144], [-0.063, 0.104, -0.030], [-0.105, -0.025, 0.094], [0.014, -0.091, 0.007], [0.060, 0.073, -0.076], [0.077, 0.000, 0.025], [-0.066, -0.107, 0.049], [0.010, 0.133, 0.026], [0.034, 0.051, -0.183], [-0.097, 0.024, -0.029], [0.016, -0.055, 0.030], [-0.080, 0.071, 0.056], [0.015, -0.079, 0.104], [0.106, 0.035, -0.100], [-0.034, -0.004, -0.010], [-0.056, -0.057, -0.078], [-0.005, -0.005, -0.063], [0.025, 0.084, 0.046], [0.038, 0.090, 0.046], [-0.066, -0.086, -0.085], [-0.086, 0.082, -0.069], [-0.122, -0.030, 0.072], [0.080, -0.161, -0.123], [0.047, 0.016, 0.067], [-0.006, 0.035, 0.115], [-0.095, -0.008, -0.004], [0.075, -0.011, 0.017], [-0.057, -0.015, -0.120], [-0.092, -0.011, -0.096], [0.033, 0.073, 0.022], [0.035, 0.057, 0.020], [-0.133, -0.091, 0.076], [-0.056, 0.068, -0.009], [-0.079, -0.108, -0.065], [0.013, 0.079, 0.040], [0.001, 0.046, 0.023], [-0.028, -0.077, 0.018], [-0.035, -0.061, -0.001], [0.045, 0.038, -0.024], [-0.044, -0.044, 0.029], [-0.008, -0.046, -0.073]], "lowdin_charge": [-0.09, -0.25, -0.19, -0.24, -0.07, -0.18, -0.19, -0.12, -0.33, -0.11, -0.12, -0.39, -0.01, -0.17, -0.03, -0.14, -0.23, -0.20, -0.13, -0.11, -0.40, 0.01, -0.36, 0.12, -0.08, -0.13, -0.24, -0.08, 0.07, 0.07, 0.06, 0.11, 0.12, 0.11, 0.11, 0.07, 0.07, 0.06, 0.10, 0.13, 0.12, 0.12, 0.13, 0.12, 0.12, 0.11, 0.13, 0.08, 0.09, 0.09, 0.11, 0.12, 0.13, 0.15, 0.16, 0.10, 0.12, 0.12, 0.13, 0.09, 0.10, 0.08, 0.12, 0.13, 0.11, 0.12, 0.16, 0.11, 0.13], "e_above_lowest_kj_mol": 0.0, "orbital_gap_ev": 9.055, "smiles": "CCN(CC)CCO[C@H]1CC[C@@]2(C)C(=CC[C@@H]3[C@@H]2CC[C@]2(C)C(=O)CC[C@@H]32)C1", "max_force_ev_per_a": 0.61}